Entry 1:
Density functional theory data (ωB97M-V/def2-TZVPD) for a 7-piece molecular cluster, C20H56N2O13 overall.

The geometry in XYZ format:
```
91
C20H56N2O13 (ωB97M-V/def2-TZVPD)
C 0.67024 4.53856 -0.93516
C 1.78585 5.03134 -1.87841
O 2.01030 4.20475 -2.97934
O -0.24092 4.03739 -1.90572
H 0.18543 5.37638 -0.41262
H 1.00602 3.82607 -0.18751
H 2.71347 5.05267 -1.25375
H 1.61503 6.06650 -2.27546
H 1.17722 4.23332 -3.44170
H -1.15224 3.81864 -1.57609
C -1.19444 -2.91797 0.79179
C -1.22869 -4.40033 0.60368
O -2.64146 -4.75992 0.49256
O 0.16227 -2.46001 0.82791
H -1.63848 -2.62154 1.78233
H -1.74379 -2.36906 -0.01558
H -0.78929 -4.87751 1.47514
H -0.72404 -4.72415 -0.36565
H -2.83186 -5.56923 1.01654
H 0.29509 -1.74971 0.17490
C -5.03799 -3.79975 -1.23862
C -5.21535 -2.59810 -2.09445
O -4.27153 -1.53570 -1.90733
O -5.31712 -3.46510 0.06730
H -4.03774 -4.19592 -1.32515
H -5.70942 -4.56619 -1.47674
H -6.32033 -2.27440 -1.99349
H -5.14708 -2.79017 -3.16569
H -4.19471 -1.35969 -0.96517
H -4.56878 -3.58081 0.62412
C -5.03060 1.73276 -3.31985
C -4.91950 1.08930 -4.69154
O -4.76760 -0.31438 -4.66743
O -3.99384 1.26630 -2.47686
H -5.99575 1.56605 -2.87098
H -4.97962 2.78022 -3.41003
H -4.07657 1.48246 -5.22377
H -5.83356 1.22353 -5.34718
H -3.88484 -0.61278 -4.37083
H -4.18600 0.34109 -2.42950
C -1.29694 1.29572 -0.24167
C -0.38778 0.74305 -1.41582
O 0.47334 -0.21189 -0.92625
O -2.18829 2.36983 -0.64913
H -0.74748 1.74612 0.60174
H -1.78990 0.44189 0.16496
H 0.17240 1.47860 -1.97466
H -1.02572 0.33545 -2.21483
H 1.36433 0.02353 -1.25079
H -2.83270 2.04470 -1.27374
C 2.05619 3.14605 3.03354
O 1.21217 2.15232 3.59053
C 1.42669 0.85402 3.19323
C 0.52421 -0.06251 3.99720
N 0.71418 -1.44670 3.72838
C 1.83061 -2.03527 4.43692
C 2.18777 -3.40316 3.94616
O 1.35525 -4.38914 4.45986
C 1.95286 -5.59887 4.83709
H 2.99980 2.65498 2.86528
H 2.11898 3.93331 3.77282
H 1.68117 3.60034 2.12890
H 2.50208 0.68333 3.45577
H 1.36149 0.53260 2.12100
H -0.57190 0.22781 3.81817
H 0.91763 0.10379 5.02297
H 0.75772 -1.60748 2.73785
H 1.54606 -2.12299 5.50703
H 2.72254 -1.41716 4.40599
H 3.19171 -3.60381 4.30586
H 2.18945 -3.47049 2.84216
H 2.72162 -5.42319 5.58255
H 2.43761 -6.12182 4.02122
H 1.12164 -6.14734 5.23877
C 3.28343 0.94837 -3.27939
C 3.94254 0.78913 -1.91184
C 4.02755 2.18673 -1.28023
O 4.89519 2.15715 -0.15265
C 4.79342 3.33456 0.54814
N 3.22935 -0.08869 -1.06601
H 3.88472 1.62073 -3.93712
H 2.34409 1.50616 -3.08641
H 3.11533 -0.05558 -3.71154
H 4.98298 0.49939 -1.93347
H 2.98937 2.50837 -0.96395
H 4.34363 2.99300 -1.93988
H 5.37616 3.25497 1.45874
H 3.79906 3.57954 0.94270
H 5.26801 4.15419 0.00405
H 3.67848 -0.97962 -1.11884
H 3.40007 0.16109 -0.09606
```

The energy above the lowest of the compared OMol25 structures with the same formula, charge and spin is 0.869 eV. The calculation puts the molecular weight at 532.7 g mol⁻¹. The HOMO energy comes out at -8.26 eV. The SMILES is COC[C@H](C)N.COCCNCCOC.OCCO.OCCO.OCCO.OCCO.OCCO.

Entry 2:
Density functional theory data (ωB97M-V/def2-TZVPD) for C20H57F2NO24PtS2 as an isolated structure.

The geometry in XYZ format:
```
107
C20H57F2NO24PtS2 (ωB97M-V/def2-TZVPD)
Pt 14.14316 10.58162 16.39991
C 18.76485 11.65932 10.13682
C 19.76602 10.91181 10.90235
O 20.72831 10.23023 10.33407
O 19.86027 10.78058 12.11203
H 19.06870 12.56502 9.56536
H 17.98587 11.90182 10.85053
H 18.24603 11.05657 9.37807
N 14.38442 11.31752 14.12263
S 15.71088 12.04052 13.58620
O 15.92693 11.95050 12.17339
O 16.77944 11.85219 14.50219
F 15.26576 13.51960 13.83232
S 13.45929 10.72692 12.99235
O 13.95648 9.49341 12.40902
O 13.11783 11.82328 12.15801
F 12.15210 10.36138 13.83311
C 17.43068 7.58150 11.02608
C 16.92297 6.13258 11.11874
O 16.09115 6.06185 12.21645
O 16.55776 8.52428 10.46121
H 18.29939 7.54704 10.37183
H 17.75666 7.90243 12.06258
H 17.75638 5.47452 11.35965
H 16.41388 5.77669 10.16041
H 15.51955 6.79488 12.29762
H 17.02151 9.15143 9.88563
C 9.90169 12.10496 15.47267
C 10.00417 12.99955 16.69195
O 10.99160 12.44308 17.60652
O 9.41324 10.89286 15.96258
H 10.84857 11.99124 15.01133
H 9.15146 12.61687 14.89274
H 8.97373 13.07779 17.12131
H 10.34367 13.99234 16.36276
H 10.91578 11.46925 17.41121
H 9.19574 10.37698 15.16059
C 13.30856 6.71512 9.94249
C 11.82366 6.87109 9.83405
O 11.39602 8.07031 10.47998
O 13.86371 7.89481 9.44203
H 13.63132 5.80364 9.48286
H 13.55366 6.59850 11.06306
H 11.31550 5.96448 10.14733
H 11.67727 6.86318 8.76347
H 12.19679 8.58916 10.45028
H 14.84612 7.89740 9.69540
C 14.23040 12.65458 8.64201
C 15.24119 11.83983 7.88824
O 15.91640 10.82984 8.68692
O 14.79328 13.63836 9.53130
H 13.49764 12.07826 9.12491
H 13.73128 13.16604 7.85182
H 15.99891 12.58155 7.59796
H 14.93808 11.31724 6.98356
H 15.36716 10.40502 9.32835
H 15.15015 13.17572 10.24683
C 13.46991 7.57842 16.38356
C 13.64589 6.33894 15.65039
O 13.29100 6.46323 14.27718
O 14.41374 8.55877 15.89629
H 13.70996 7.38397 17.45209
H 12.46389 8.00121 16.19502
H 12.95505 5.61390 16.08653
H 14.65774 5.92168 15.87000
H 13.36095 5.59971 13.86442
H 15.19863 8.17418 15.32849
C 10.42689 7.43730 13.69779
C 9.55250 6.45097 12.97686
O 8.23825 6.40973 13.64645
O 10.56915 7.06699 15.06965
H 9.91756 8.41278 13.65125
H 11.41806 7.46720 13.26392
H 9.95167 5.47832 13.12217
H 9.39756 6.67429 11.98079
H 7.90290 7.26222 13.86934
H 9.84375 6.45662 15.25241
C 11.51651 15.36708 13.13460
C 11.67422 15.73608 14.58914
O 12.46361 14.82305 15.38897
O 10.90303 14.07633 12.89472
H 12.61046 15.36111 12.73615
H 10.96191 16.19484 12.67598
H 10.79641 15.89121 15.16345
H 12.14501 16.72352 14.61836
H 13.33000 14.68278 14.98832
H 11.57635 13.54528 12.59602
C 14.80768 13.35758 17.12207
C 16.09862 12.90241 17.80325
O 15.83271 12.90798 19.19073
O 13.78310 12.38957 17.27671
H 14.99646 13.36606 16.02168
H 14.53349 14.33496 17.48081
H 16.89558 13.63282 17.51935
H 16.37648 11.91817 17.46330
H 16.32597 12.27516 19.66737
H 12.82534 12.71630 17.39379
C 18.52538 9.25107 14.55033
C 17.58568 8.46609 15.50612
O 16.61315 7.64767 14.88824
O 19.40963 8.32890 13.86443
H 19.05909 9.84569 15.25717
H 17.88357 9.91461 13.88361
H 16.94831 9.17413 15.95086
H 18.23040 7.92222 16.25167
H 16.98649 7.09980 14.15363
H 19.99240 8.91508 13.31448
```

The spin multiplicity is 3. The calculation puts the molecular weight at 992.9 g mol⁻¹. The HOMO energy (alpha / beta) comes out at -8.69 / -8.98 eV.

Entry 3:
Density functional theory data (ωB97M-V/def2-TZVPD) for C20H57FeO10 as an isolated structure.

The geometry in XYZ format:
```
88
C20H57FeO10 (ωB97M-V/def2-TZVPD)
Fe 1.63770 -2.74104 0.58890
C -0.51307 0.23205 -1.24047
C -0.07389 0.19296 0.22022
O 0.51995 -1.02158 0.57010
H -1.28664 -0.51636 -1.41407
H 0.34053 0.09895 -1.90607
H -0.95182 1.21025 -1.44477
H -0.99843 0.44424 0.74897
H 0.64971 0.99567 0.38981
C 1.07011 -1.33945 4.13565
C 2.04592 -2.43776 3.89125
O 2.01637 -2.88590 2.53924
H 0.03100 -1.66755 4.16738
H 1.18131 -0.57754 3.36277
H 1.31272 -0.88250 5.09744
H 1.79492 -3.23844 4.59243
H 3.06136 -2.12235 4.14113
C -0.47012 -3.63960 -2.99209
C 0.94699 -3.07190 -2.69899
O 1.38754 -3.16141 -1.38031
H -0.65017 -3.53836 -4.06299
H -1.20992 -3.11206 -2.38913
H -0.59750 -4.69942 -2.76338
H 0.83940 -2.01623 -2.96600
H 1.63008 -3.51766 -3.42609
C -3.12315 -0.55028 -4.06523
C -4.30011 -0.54609 -5.03834
O -3.72219 -0.30017 -6.29930
H -2.27274 -1.11219 -4.44830
H -3.45598 -1.01710 -3.13633
H -2.78729 0.45511 -3.80939
H -5.09863 0.15399 -4.78784
H -4.70077 -1.56292 -5.01559
H -4.42353 -0.43071 -6.94424
C -1.26476 -4.37225 2.92609
C -1.17476 -3.44260 1.72416
O -0.10359 -3.87344 0.91306
H -0.31016 -4.33782 3.45492
H -1.43396 -5.42457 2.69849
H -1.97275 -3.97191 3.65315
H -1.14558 -2.40698 2.05746
H -2.08451 -3.50526 1.12234
H -0.31851 -4.73754 0.55361
C 2.85893 3.12369 -2.65778
C 2.76283 3.14400 -1.12756
O 3.49669 4.30340 -0.63163
H 2.62045 4.10674 -3.06220
H 2.22825 2.34622 -3.08913
H 3.88534 2.90869 -2.95790
H 3.28995 2.32861 -0.62967
H 1.72604 3.22092 -0.79602
H 3.38209 4.19063 0.32045
C 3.08250 1.98810 3.05829
C 3.95229 3.18483 2.69558
O 3.20113 4.26132 2.17229
H 2.64142 1.47996 2.20049
H 2.26962 2.27670 3.72636
H 3.71815 1.29230 3.60813
H 4.70662 2.88196 1.96857
H 4.53396 3.46116 3.57786
H 2.47372 4.50466 2.74999
C 4.45373 -0.66157 -1.82937
C 3.58560 -0.46791 -0.56330
O 3.39733 -1.66916 0.20922
H 4.68993 0.34034 -2.18920
H 3.90857 -1.24964 -2.56591
H 5.40619 -1.11754 -1.55775
H 2.63304 -0.01681 -0.83207
H 4.15307 0.19310 0.09387
H 4.23084 -1.92471 0.61307
C -2.75368 3.49608 -1.25326
C -2.95294 4.20507 0.13647
O -4.29626 4.01798 0.57068
H -1.74348 3.64839 -1.63694
H -3.38000 3.96942 -2.00950
H -2.90821 2.41858 -1.21584
H -2.75202 5.26807 -0.00878
H -2.21834 3.81139 0.84104
H -4.37057 4.33439 1.47473
C -4.15797 0.24927 1.16474
C -3.69850 -0.18794 2.52531
O -4.72164 0.07607 3.48895
H -4.39077 1.31456 1.20350
H -5.05172 -0.24249 0.78086
H -3.36780 0.08137 0.43150
H -2.77538 0.29419 2.85381
H -3.43016 -1.24642 2.45874
H -4.33989 0.05776 4.36967
```

The energy above the lowest of the compared OMol25 structures with the same formula, charge and spin is 0.668 eV. The spin multiplicity is 6. The calculation puts the molecular weight at 513.5 g mol⁻¹. The HOMO energy (alpha / beta) comes out at -8.73 / -8.14 eV.

> Which of these has the lowest molecular weight?

C20H57FeO10

> The highest molecular weight belongs to which entry?

C20H57F2NO24PtS2